{
  "formula": "C16H19N3OS",
  "method": "ωB97M-V with the def2-TZVPD basis set",
  "lumo_energy_ha": 0.026,
  "homo_lumo_gap_ev": 8.20,
  "e_tot_ev": -34253.9516,
  "relative_energy_kcal_mol": 19.24,
  "spin_multiplicity": 1,
  "smiles": "OCCCNC(=S)Nc1ccc(Nc2ccccc2)cc1",
  "species": ["O", "C", "C", "C", "N", "C", "S", "N", "C", "C", "C", "C", "N", "C", "C", "C", "C", "C", "C", "C", "C", "H", "H", "H", "H", "H", "H", "H", "H", "H", "H", "H", "H", "H", "H", "H", "H", "H", "H", "H"],
  "positions_angstrom": [[2.8203, 3.1402, -4.4015], [2.0102, 2.2079, -5.0890], [1.4215, 1.2361, -4.0739], [2.5216, 0.3893, -3.4270], [1.9966, -0.5019, -2.4243], [1.5553, -1.7413, -2.6993], [1.7797, -2.4780, -4.1651], [0.9511, -2.4512, -1.7075], [0.5086, -2.0270, -0.4491], [0.6379, -2.8915, 0.6373], [0.1829, -2.5256, 1.8843], [-0.4225, -1.2825, 2.0931], [-0.8296, -0.9454, 3.3685], [-1.7819, -0.0183, 3.7617], [-1.7061, 0.5103, 5.0518], [-2.6459, 1.4192, 5.4949], [-3.6811, 1.8159, 4.6643], [-3.7785, 1.2739, 3.3938], [-2.8459, 0.3595, 2.9426], [-0.5427, -0.4157, 1.0057], [-0.0997, -0.7891, -0.2474], [3.2204, 3.7393, -5.0391], [1.1962, 2.7262, -5.6157], [2.6038, 1.6523, -5.8278], [0.7083, 0.5809, -4.5752], [0.8998, 1.8090, -3.3048], [3.0071, -0.2214, -4.1926], [3.2603, 1.0450, -2.9634], [1.8358, -0.1300, -1.5006], [0.8688, -3.4388, -1.9075], [1.0981, -3.8578, 0.4928], [0.2941, -3.2063, 2.7162], [-0.3785, -1.4495, 4.1177], [-0.9009, 0.2004, 5.7037], [-2.5688, 1.8216, 6.4943], [-4.4123, 2.5308, 5.0092], [-4.5969, 1.5566, 2.7480], [-2.9575, -0.0867, 1.9667], [-0.9737, 0.5630, 1.1442], [-0.2559, -0.1194, -1.0801]],
  "forces_ev_per_angstrom": [[0.2, 0.2, 0.2], [-0.4, -0.3, -0.2], [0.5, 0.1, -0.1], [0.0, 0.3, -0.4], [-0.3, -0.2, 0.5], [0.2, 0.0, 0.1], [0.0, -0.3, -0.7], [-0.1, -0.2, 0.0], [0.0, 0.3, 0.4], [0.1, 0.2, -0.2], [-0.2, 0.1, 0.0], [0.1, -0.1, -0.5], [0.3, -0.3, 0.6], [-0.3, 0.2, 0.1], [0.1, 0.0, -0.1], [-0.1, 0.0, 0.0], [-0.1, 0.1, 0.0], [0.0, 0.1, 0.1], [0.1, -0.1, 0.0], [0.0, 0.0, 0.3], [0.0, -0.3, -0.1], [0.0, 0.0, 0.1], [0.1, -0.1, 0.0], [-0.1, 0.0, 0.0], [0.0, 0.0, 0.0], [-0.1, 0.0, 0.0], [0.0, 0.1, 0.2], [0.0, -0.1, 0.0], [0.1, -0.1, -0.1], [0.0, 0.2, -0.2], [0.1, -0.1, 0.0], [0.0, -0.1, 0.1], [-0.1, 0.1, -0.1], [0.1, 0.0, 0.0], [0.0, 0.0, 0.1], [-0.1, 0.1, 0.0], [-0.1, 0.0, -0.1], [0.0, 0.0, -0.1], [-0.1, 0.1, 0.0], [0.0, 0.0, -0.1]],
  "nbo_charge": [-0.731, -0.058, -0.426, -0.231, -0.594, 0.298, -0.293, -0.603, 0.096, -0.200, -0.233, 0.155, -0.583, 0.160, -0.256, -0.185, -0.247, -0.201, -0.227, -0.264, -0.195, 0.472, 0.163, 0.161, 0.224, 0.200, 0.235, 0.213, 0.403, 0.422, 0.217, 0.212, 0.393, 0.207, 0.214, 0.214, 0.213, 0.214, 0.227, 0.215]
}